[1]
Below is a 2-piece molecular cluster, C5H12O2 overall, with properties calculated with wB97M-V/def2-TZVPD.

```
19
Properties=species:S:1:pos:R:3
C -1.96 -1.49 1.45
O -1.27 -0.31 1.18
C 0.32 1.06 -1.03
C 0.32 2.32 -0.16
C 1.40 0.06 -0.71
C 1.17 -1.38 -0.87
O 1.27 -0.81 0.43
H -3.03 -1.25 1.43
H -1.71 -1.91 2.43
H -1.79 -2.28 0.70
H -0.66 0.58 -0.97
H 1.31 2.80 -0.15
H 0.03 2.08 0.87
H -0.40 3.04 -0.55
H 2.43 0.42 -0.80
H 0.48 1.35 -2.08
H 0.17 -1.72 -1.14
H 1.98 -2.05 -1.17
H -0.32 -0.51 1.11
```

Values from the calculation:
* electronic energy: -9473.02766 eV
* charge: 0
* largest force on an atom: 0.51 eV/Å
* energy above the lowest of the compared OMol25 structures with the same formula, charge and spin: 203.4 kJ/mol
* frontier orbital gap: 10.91 eV
* LUMO: 1.08 eV
* E_HOMO: -9.83 eV

Results of the Löwdin charge analysis, in e, for atoms 1 through 6:
1. C -0.174
2. O -0.141
3. C -0.217
4. C -0.095
5. C -0.279
6. C -0.104

---

[2]
Below is a 2-piece molecular cluster, C5H12O2 overall at a distorted geometry, with properties calculated with wB97M-V/def2-TZVPD.

```
19
Properties=species:S:1:pos:R:3
O -1.82 -1.20 1.75
C -0.89 -1.11 1.00
C 0.31 -0.23 1.24
C 0.41 0.95 0.24
C 0.51 0.49 -1.22
C 1.61 1.80 0.60
H -0.82 -1.72 0.07
H 1.25 -0.79 1.22
H 0.17 0.21 2.23
H -0.50 1.53 0.32
H -0.40 -0.02 -1.54
H 0.55 1.40 -1.83
H 1.42 -0.08 -1.38
H 1.70 2.16 1.62
H 1.61 2.73 0.01
H 2.53 1.28 0.30
H -2.09 -2.82 -2.14
H -2.82 -1.86 -1.04
O -2.73 -2.72 -1.45
```

Values from the calculation:
* electronic energy: -9474.08302 eV
* charge: 0
* largest force on an atom: 1.59 eV/Å
* energy above the lowest of the compared OMol25 structures with the same formula, charge and spin: 101.6 kJ/mol
* frontier orbital gap: 10.54 eV
* LUMO: 0.74 eV
* E_HOMO: -9.81 eV

Results of the Löwdin charge analysis, in e, for atoms 1 through 6:
1. O 0.067
2. C -0.282
3. C -0.138
4. C -0.437
5. C -0.078
6. C -0.091

---

[3]
Below is a 3-piece molecular cluster, C5H12O2 overall at a distorted geometry, with properties calculated with wB97M-V/def2-TZVPD.

```
19
Properties=species:S:1:pos:R:3
C -1.49 -0.21 -0.69
C -0.28 0.37 -0.98
C -1.60 -1.69 -0.62
C -2.49 -2.22 0.48
C -2.69 -1.59 1.62
H -2.25 0.38 -0.17
H 0.18 1.03 -1.69
H 0.43 -0.28 -0.44
H -0.57 -2.10 -0.58
H -1.99 -2.08 -1.56
H -3.06 -3.13 0.31
H -3.54 -1.83 2.24
H -2.01 -0.86 2.05
H 2.32 0.49 0.58
H 1.79 1.85 0.23
O 2.24 1.38 0.95
H 5.64 3.91 -0.30
H 4.43 2.95 -0.52
O 4.96 3.64 -0.92
```

Values from the calculation:
* electronic energy: -9470.92995 eV
* charge: 0
* largest force on an atom: 2.79 eV/Å
* energy above the lowest of the compared OMol25 structures with the same formula, charge and spin: 405.8 kJ/mol
* frontier orbital gap: 9.14 eV
* LUMO: 0.45 eV
* E_HOMO: -8.69 eV

Results of the Löwdin charge analysis, in e, for atoms 1 through 6:
1. C -0.185
2. C -0.003
3. C -0.230
4. C -0.180
5. C -0.011
6. H 0.104

---

[4]
Below is a 2-piece molecular cluster, C5H12O2 overall at a distorted geometry, with properties calculated with wB97M-V/def2-TZVPD.

```
19
Properties=species:S:1:pos:R:3
C -0.82 -0.28 0.19
C 0.12 0.52 -0.60
C -1.45 0.30 1.44
C 0.98 1.56 0.08
C 1.38 -1.03 -1.08
O -1.80 -0.96 -0.54
O 0.17 -1.41 0.73
H -2.00 -0.55 -1.39
H -0.10 -2.34 0.56
H -0.29 0.85 -1.55
H -0.69 0.62 2.15
H -2.07 1.16 1.18
H -2.07 -0.44 1.95
H 0.43 2.44 0.43
H 1.76 1.93 -0.61
H 1.51 1.15 0.94
H 2.24 -0.36 -1.16
H 0.89 -1.22 -2.03
H 1.80 -1.95 -0.69
```

Values from the calculation:
* electronic energy: -9471.10914 eV
* charge: 0
* largest force on an atom: 3.79 eV/Å
* energy above the lowest of the compared OMol25 structures with the same formula, charge and spin: 388.5 kJ/mol
* frontier orbital gap: 9.01 eV
* LUMO: 0.80 eV
* E_HOMO: -8.21 eV

Results of the Löwdin charge analysis, in e, for atoms 1 through 6:
1. C -0.555
2. C -0.179
3. C -0.015
4. C -0.102
5. C 0.037
6. O 0.021

---

[5]
Below is C5H12O2 in the gas phase, with properties calculated with wB97M-V/def2-TZVPD.

```
19
Properties=species:S:1:pos:R:3
C -1.74 -0.49 1.31
O -0.38 -0.27 1.01
C -0.17 0.47 -0.20
C -0.30 1.96 0.09
C 1.22 0.11 -0.72
C 1.37 -1.37 -1.06
O 1.41 -2.19 0.09
H -2.38 0.35 1.02
H -1.81 -0.61 2.40
H -2.12 -1.41 0.82
H -0.92 0.16 -0.94
H 0.46 2.27 0.82
H -1.29 2.21 0.49
H -0.16 2.55 -0.83
H 1.97 0.38 0.03
H 1.42 0.71 -1.61
H 0.55 -1.67 -1.74
H 2.30 -1.54 -1.60
H 0.74 -1.83 0.69
```

Values from the calculation:
* electronic energy: -9474.06165 eV
* charge: 0
* largest force on an atom: 0.44 eV/Å
* energy above the lowest of the compared OMol25 structures with the same formula, charge and spin: 103.6 kJ/mol
* frontier orbital gap: 10.89 eV
* LUMO: 0.99 eV
* E_HOMO: -9.90 eV

Results of the Löwdin charge analysis, in e, for atoms 1 through 6:
1. C -0.091
2. O -0.195
3. C -0.420
4. C -0.041
5. C -0.139
6. C -0.270

---

[6]
Below is a 2-piece molecular cluster, C5H12O2 overall, with properties calculated with wB97M-V/def2-TZVPD.

```
19
Properties=species:S:1:pos:R:3
C 2.11 -1.29 0.97
C 0.33 1.75 0.96
C -0.20 1.48 -0.23
O 1.05 -1.65 0.12
C -1.36 0.54 -0.45
C -1.23 -0.23 -1.75
O -1.43 -0.34 0.68
H 2.12 -1.89 1.90
H 3.04 -1.48 0.44
H 2.08 -0.23 1.25
H -0.04 1.29 1.87
H 1.17 2.44 1.05
H 0.18 1.95 -1.13
H 0.22 -1.29 0.49
H -2.29 1.14 -0.47
H -0.32 -0.84 -1.74
H -2.10 -0.89 -1.90
H -1.19 0.46 -2.60
H -2.19 -0.93 0.54
```

Values from the calculation:
* electronic energy: -9473.44063 eV
* charge: 0
* largest force on an atom: 0.46 eV/Å
* energy above the lowest of the compared OMol25 structures with the same formula, charge and spin: 163.5 kJ/mol
* frontier orbital gap: 10.52 eV
* LUMO: 0.73 eV
* E_HOMO: -9.78 eV

Results of the Löwdin charge analysis, in e, for atoms 1 through 6:
1. C -0.170
2. C 0.004
3. C -0.130
4. O -0.134
5. C -0.437
6. C -0.049